DFT (ωB97M-V with the def2-TZVPD basis set) results for a cluster of 9 separate species, C38H95BF4NO24P5S2 in total in a non-equilibrium geometry.

Bonds (Å) are listed after each position.
Element x y z (Å)
1 N -3.47063 0.15300 2.00509  H2 1.010, H3 1.010, H4 1.010, H5 1.010
2 H -3.45054 -0.10454 2.98150  N1 1.010
3 H -2.56905 0.58274 1.85488  N1 1.010
4 H -4.19800 0.80546 1.74948  N1 1.010
5 H -3.57948 -0.68172 1.44698  N1 1.010
6 B -0.74404 0.71282 0.70392  F7 1.401, F8 1.376, F9 1.358, F10 1.392
7 F -1.09030 1.03058 2.02357  B6 1.401
8 F -1.28369 1.76721 0.00296  B6 1.376
9 F 0.61261 0.76955 0.73411  B6 1.358
10 F -1.34084 -0.50204 0.37756  B6 1.392
11 C 1.63361 5.41427 -1.90199  C12 1.545, C17 1.570, H18 1.090, H19 1.090
12 C 0.72781 4.23616 -1.47807  C11 1.545, C13 1.581, H20 1.090, H21 1.090
13 C 1.35077 3.54889 -0.19778  C12 1.581, S14 1.843, H22 1.090, H23 1.090
14 S 1.88397 4.99235 0.81709  C13 1.843, O15 1.483, O16 1.459, C17 1.859
15 O 3.18226 4.71411 1.47655  S14 1.483
16 O 0.77001 5.61057 1.52898  S14 1.459
17 C 2.22346 6.11397 -0.62643  C11 1.570, S14 1.859, H24 1.090, H25 1.090
18 H 1.08493 6.15047 -2.48940  C11 1.090
19 H 2.34029 5.00566 -2.62430  C11 1.090
20 H 0.56647 3.48878 -2.25492  C12 1.090
21 H -0.18179 4.69155 -1.08648  C12 1.090
22 H 2.29029 3.06691 -0.46813  C13 1.090
23 H 0.72936 2.91585 0.43563  C13 1.090
24 H 3.30749 6.20595 -0.69370  C17 1.090
25 H 2.00479 7.14810 -0.36023  C17 1.090
26 C -0.57760 -2.59843 6.03762  C27 1.552, C32 1.530, H33 1.090, H34 1.090
27 C -1.28933 -2.00897 4.79031  C26 1.552, C28 1.546, H35 1.090, H36 1.090
28 C -0.22602 -1.76859 3.69467  C27 1.546, S29 1.828, H37 1.090, H38 1.090
29 S 1.28532 -2.70006 4.12860  C28 1.828, O30 1.447, O31 1.442, C32 1.886
30 O 2.26240 -1.77524 4.66266  S29 1.447
31 O 1.58514 -3.65991 3.09505  S29 1.442
32 C 0.43479 -3.62840 5.53347  C26 1.530, S29 1.886, H39 1.090, H40 1.090
33 H -1.22274 -3.09009 6.76575  C26 1.090
34 H -0.03249 -1.78747 6.52062  C26 1.090
35 H -1.81263 -1.06103 4.91543  C27 1.090
36 H -2.02489 -2.69067 4.36328  C27 1.090
37 H 0.21790 -0.79156 3.50378  C28 1.090
38 H -0.38614 -2.32935 2.77379  C28 1.090
39 H 1.16819 -4.06821 6.20932  C32 1.090
40 H -0.11558 -4.42156 5.02741  C32 1.090
41 C -3.91171 4.95616 7.45843  C42 1.488, H52 1.090, H53 1.090, H54 1.090
42 C -2.85855 4.08992 6.86359  C41 1.488, O43 1.396, H55 1.090, H56 1.090
43 O -2.88596 4.23795 5.47597  C42 1.396, P44 1.592
44 P -2.15533 3.13595 4.58967  O43 1.592, O45 1.501, O46 1.606, O49 1.650
45 O -2.95808 1.87742 4.43108  P44 1.501
46 O -0.74163 2.93172 5.32432  P44 1.606, C47 1.420
47 C 0.42479 2.46328 4.66278  O46 1.420, C48 1.532, H57 1.090, H58 1.090
48 C 1.30181 3.64213 4.22856  C47 1.532, H59 1.090, H60 1.090, H61 1.090
49 O -1.77802 3.92174 3.18875  P44 1.650, C50 1.408
50 C -2.64461 3.95603 2.08017  O49 1.408, C51 1.554, H62 1.090, H63 1.090
51 C -2.53099 5.29734 1.30365  C50 1.554, H64 1.090, H65 1.090, H66 1.090
52 H -4.82263 4.85735 6.86804  C41 1.090
53 H -4.19073 4.72155 8.48566  C41 1.090
54 H -3.58044 5.97892 7.27865  C41 1.090
55 H -1.91007 4.38893 7.30977  C42 1.090
56 H -3.00985 3.05342 7.16502  C42 1.090
57 H 0.96890 1.97616 5.47195  C47 1.090
58 H 0.13845 1.80737 3.84066  C47 1.090
59 H 0.59916 4.21816 3.62642  C48 1.090
60 H 1.64513 4.29188 5.03358  C48 1.090
61 H 2.14269 3.27579 3.63965  C48 1.090
62 H -2.42153 3.08659 1.46178  C50 1.090
63 H -3.66267 3.91573 2.46749  C50 1.090
64 H -1.81371 5.15327 0.49566  C51 1.090
65 H -3.54071 5.49218 0.94227  C51 1.090
66 H -2.19580 6.15553 1.88612  C51 1.090
67 C -2.03256 6.09611 -4.15469  C68 1.510, H78 1.090, H79 1.090, H80 1.090
68 C -2.03729 5.60769 -5.58303  C67 1.510, O69 1.427, H81 1.090, H82 1.090
69 O -1.12295 4.51284 -5.62035  C68 1.427, P70 1.651
70 P -1.60783 3.01569 -6.11815  O69 1.651, O71 1.490, O72 1.634, O75 1.637
71 O -3.04324 2.65929 -5.93501  P70 1.490
72 O -1.13519 2.93720 -7.68015  P70 1.634, C73 1.434
73 C -1.42203 1.76698 -8.45709  O72 1.434, C74 1.562, H83 1.090, H84 1.090
74 C -2.78238 1.68366 -9.22105  C73 1.562, H85 1.090, H86 1.090, H87 1.090
75 O -0.51715 2.08758 -5.32570  P70 1.637, C76 1.445
76 C -0.85802 1.61669 -4.00283  O75 1.445, C77 1.568, H88 1.090, H89 1.090
77 C 0.21127 0.72338 -3.28423  C76 1.568, H90 1.090, H91 1.090, H92 1.090
78 H -1.07466 5.88054 -3.68136  C67 1.090
79 H -2.31900 7.14280 -4.05220  C67 1.090
80 H -2.77441 5.46610 -3.66393  C67 1.090
81 H -3.01653 5.39194 -6.01041  C68 1.090
82 H -1.65848 6.41542 -6.20926  C68 1.090
83 H -0.67709 1.63642 -9.24202  C73 1.090
84 H -1.30203 0.81813 -7.93422  C73 1.090
85 H -2.96772 2.58500 -9.80530  C74 1.090
86 H -2.75103 0.91020 -9.98843  C74 1.090
87 H -3.64810 1.57204 -8.56823  C74 1.090
88 H -1.19057 2.42314 -3.34926  C76 1.090
89 H -1.76605 1.01391 -4.01823  C76 1.090
90 H 0.50766 -0.20885 -3.76506  C77 1.090
91 H 1.11159 1.30035 -3.07298  C77 1.090
92 H -0.19127 0.37659 -2.33250  C77 1.090
93 C -2.62824 -1.83227 -2.86538  C94 1.539, H104 1.090, H105 1.090, H106 1.090
94 C -4.13504 -1.53509 -2.96856  C93 1.539, O95 1.391, H107 1.090, H108 1.090
95 O -4.91117 -2.43521 -2.24527  C94 1.391, P96 1.672
96 P -4.99546 -2.69326 -0.59557  O95 1.672, O97 1.498, O98 1.651, O101 1.648
97 O -4.27166 -1.65047 0.20055  P96 1.498
98 O -6.61272 -2.77199 -0.27399  P96 1.651, C99 1.439
99 C -7.58263 -1.80537 -0.71538  O98 1.439, C100 1.569, H109 1.090, H110 1.090
100 C -7.56748 -0.51699 0.17957  C99 1.569, H111 1.090, H112 1.090, H113 1.090
101 O -4.42136 -4.22867 -0.42844  P96 1.648, C102 1.377
102 C -3.12611 -4.47525 -0.03128  O101 1.377, C103 1.576, H114 1.090, H115 1.090
103 C -2.97352 -4.45995 1.53693  C102 1.576, H116 1.090, H117 1.090, H118 1.090
104 H -2.32003 -1.59451 -1.84726  C93 1.090
105 H -2.40429 -2.88335 -3.04755  C93 1.090
106 H -2.06931 -1.20889 -3.56329  C93 1.090
107 H -4.49002 -0.53580 -2.71655  C94 1.090
108 H -4.43416 -1.65997 -4.00924  C94 1.090
109 H -7.46092 -1.47239 -1.74611  C99 1.090
110 H -8.52469 -2.35281 -0.68489  C99 1.090
111 H -6.65201 0.05115 0.01453  C100 1.090
112 H -8.35297 0.16401 -0.14807  C100 1.090
113 H -7.55136 -0.62535 1.26405  C100 1.090
114 H -2.88130 -5.47321 -0.39491  C102 1.090
115 H -2.40547 -3.78701 -0.47298  C102 1.090
116 H -3.47679 -3.57523 1.92691  C103 1.090
117 H -3.61089 -5.23154 1.96879  C103 1.090
118 H -1.95509 -4.62110 1.89038  C103 1.090
119 C 3.74008 -5.03514 -4.68236  C120 1.537, H130 1.090, H131 1.090, H132 1.090
120 C 2.65134 -4.04268 -4.24318  C119 1.537, O121 1.389, H133 1.090, H134 1.090
121 O 1.54718 -4.78665 -3.84800  C120 1.389, P122 1.594
122 P 0.80264 -4.58354 -2.45305  O121 1.594, O123 1.463, O124 1.592, O127 1.656
123 O -0.53417 -5.17722 -2.42439  P122 1.463
124 O 1.86281 -5.21240 -1.44492  P122 1.592, C125 1.467
125 C 1.39217 -6.13790 -0.40801  O124 1.467, C126 1.567, H135 1.090, H136 1.090
126 C 1.27002 -7.60479 -0.94425  C125 1.567, H137 1.090, H138 1.090, H139 1.090
127 O 0.87460 -2.93589 -2.29871  P122 1.656, C128 1.388
128 C 0.40796 -2.37627 -1.11733  O127 1.388, C129 1.538, H140 1.090, H141 1.090
129 C 1.60537 -2.28117 -0.15654  C128 1.538, H142 1.090, H143 1.090, H144 1.090
130 H 3.92378 -5.84793 -3.97971  C119 1.090
131 H 3.33922 -5.33041 -5.65201  C119 1.090
132 H 4.69640 -4.52503 -4.79784  C119 1.090
133 H 3.06057 -3.34482 -3.51269  C120 1.090
134 H 2.21243 -3.40046 -5.00674  C120 1.090
135 H 2.03398 -6.03900 0.46744  C125 1.090
136 H 0.46733 -5.77862 0.04331  C125 1.090
137 H 0.78876 -8.28082 -0.23751  C126 1.090
138 H 0.57531 -7.67421 -1.78130  C126 1.090
139 H 2.22674 -8.10317 -1.10042  C126 1.090
140 H -0.05550 -1.43895 -1.42510  C128 1.090
141 H -0.41820 -2.95754 -0.70783  C128 1.090
142 H 2.08510 -3.24257 0.02696  C129 1.090
143 H 2.15798 -1.40727 -0.50155  C129 1.090
144 H 1.32430 -1.97262 0.85038  C129 1.090
145 C 5.61329 -3.52201 -1.80693  C146 1.556, H156 1.090, H157 1.090, H158 1.090
146 C 5.79134 -3.79779 -0.28584  C145 1.556, O147 1.428, H159 1.090, H160 1.090
147 O 5.53668 -2.59125 0.43396  C146 1.428, P148 1.620
148 P 6.60082 -1.36952 0.43974  O147 1.620, O149 1.464, O150 1.638, O153 1.621
149 O 7.24145 -1.10147 -0.84953  P148 1.464
150 O 7.67386 -1.85075 1.57957  P148 1.638, C151 1.416
151 C 8.70047 -1.01098 2.07466  O150 1.416, C152 1.520, H161 1.090, H162 1.090
152 C 8.25353 -0.31911 3.35220  C151 1.520, H163 1.090, H164 1.090, H165 1.090
153 O 5.83109 -0.10017 1.08990  P148 1.621, C154 1.450
154 C 5.09890 -0.06042 2.34056  O153 1.450, C155 1.569, H166 1.090, H167 1.090
155 C 3.71093 0.64730 2.15399  C154 1.569, H168 1.090, H169 1.090, H170 1.090
156 H 5.45116 -4.45204 -2.35177  C145 1.090
157 H 4.79186 -2.82471 -1.97160  C145 1.090
158 H 6.55465 -3.16943 -2.22840  C145 1.090
159 H 4.98542 -4.45908 0.03241  C146 1.090
160 H 6.71804 -4.20767 0.11583  C146 1.090
161 H 9.52779 -1.70227 2.23516  C151 1.090
162 H 9.04794 -0.32344 1.30352  C151 1.090
163 H 7.58631 -0.97960 3.90597  C152 1.090
164 H 9.14970 -0.07962 3.92458  C152 1.090
165 H 7.81397 0.67204 3.24035  C152 1.090
166 H 4.81430 -1.09441 2.53546  C154 1.090
167 H 5.65690 0.22267 3.23308  C154 1.090
168 H 3.72133 1.62033 1.66286  C155 1.090
169 H 3.10720 0.21261 1.35734  C155 1.090
170 H 3.18845 0.59843 3.10936  C155 1.090

* energy relative to the best compared isomer or geometry (same formula, charge and spin): 0.0 kcal/mol
* Kohn-Sham gap: 9.902 eV
* total energy: -171255.008 eV
* total charge: 0

Results of the Mulliken charge analysis, in e, for atoms 1 through 6:
1. N 0.43
2. H 0.40
3. H -0.58
4. H 0.42
5. H 0.47
6. B -0.44